Entry 1:
Molecular formula: C3H5N3
Method: DFT, ωB97M-V with the def2-TZVPD basis set

Summary:
SMILES string = Nc1c[nH]cn1
gap between HOMO and LUMO = 9.505 eV
relative energy (zero: lowest compared OMol25 entry of this formula, charge and spin) = 4.0 kcal/mol
molecular weight = 83.09 Da

Last column: Löwdin charge in e.
Geometry (Å):
1 N -1.173 -1.328 1.055  0.064
2 C -0.297 -0.391 0.459  -0.434
3 C 0.739 -0.661 -0.387  -0.062
4 N 1.103 0.564 -0.907  0.036
5 C 0.300 1.498 -0.321  -0.213
6 N -0.543 0.957 0.518  0.092
7 H -1.525 -0.925 1.918  0.072
8 H -1.978 -1.381 0.434  0.078
9 H 1.206 -1.591 -0.677  0.111
10 H 1.924 0.725 -1.469  0.143
11 H 0.243 2.534 -0.624  0.113


Entry 2:
Molecular formula: C3H3F2IO
Method: DFT, ωB97M-V with the def2-TZVPD basis set

Summary:
SMILES string = COC(I)=C(F)F
gap between HOMO and LUMO = 9.095 eV
relative energy (zero: lowest compared OMol25 entry of this formula, charge and spin) = 28.1 kcal/mol
molecular weight = 219.96 Da

Last column: Löwdin charge in e.
Geometry (Å):
1 C -0.580 1.182 1.121  -0.083
2 O 0.019 -0.152 1.272  -0.219
3 C 0.865 -0.375 2.346  -0.658
4 I 0.333 0.536 4.199  0.941
5 C 1.899 -1.159 2.119  -0.451
6 F 2.593 -1.722 3.058  0.126
7 F 2.180 -1.769 0.979  0.146
8 H -0.962 1.087 0.089  0.102
9 H 0.256 1.939 0.963  0.106
10 H -1.051 1.272 2.086  -0.010


Entry 3:
Molecular formula: C7H12
Method: DFT, ωB97M-V with the def2-TZVPD basis set

Summary:
SMILES string = C=CC(=C)CCC
gap between HOMO and LUMO = 9.060 eV
relative energy (zero: lowest compared OMol25 entry of this formula, charge and spin) = 59.9 kcal/mol
molecular weight = 96.17 Da

Last column: Löwdin charge in e.
Geometry (Å):
1 C 2.320 -1.612 -0.630  0.024
2 C 1.316 -1.289 0.226  -0.166
3 C -0.024 -1.082 -0.260  -0.320
4 C -0.621 -1.539 -1.369  0.053
5 C -0.885 -0.108 0.673  -0.194
6 C -0.359 1.245 0.960  -0.301
7 C -0.927 2.473 0.268  -0.119
8 H 2.063 -1.662 -1.687  0.048
9 H 3.088 -2.326 -0.322  0.062
10 H 1.603 -0.866 1.212  0.116
11 H -1.403 -0.985 -1.884  0.068
12 H -0.147 -2.353 -1.916  0.058
13 H -0.989 -0.784 1.557  0.122
14 H -1.933 -0.031 0.385  0.105
15 H -0.440 1.467 2.039  0.106
16 H 0.776 1.238 0.702  0.129
17 H -1.025 2.197 -0.768  0.058
18 H -1.994 2.593 0.589  0.086
19 H -0.418 3.424 0.223  0.066


Entry 4:
Molecular formula: C22H43O3P2PtS5Sb
Method: DFT, ωB97M-V with the def2-TZVPD basis set

Summary:
gap between HOMO and LUMO (alpha / beta) = 4.426 / 4.850 eV
2S+1 = 3
relative energy (zero: lowest compared OMol25 entry of this formula, charge and spin) = 0.0 kcal/mol
charge = -2
molecular weight = 894.70 Da

Last column: Löwdin charge in e.
Geometry (Å):
1 Pt 1.980 2.889 -1.405  0.073
2 C -1.134 2.431 -6.409  -0.096
3 C -1.716 2.683 -5.034  -0.357
4 O -1.162 3.867 -4.468  -0.378
5 P -0.223 3.688 -3.126  -0.242
6 S 0.343 5.469 -2.608  0.193
7 S 1.136 2.287 -3.524  0.203
8 O -1.319 3.018 -2.122  -0.374
9 C -2.397 3.854 -1.705  -0.328
10 C -3.187 3.126 -0.643  -0.070
11 H -1.589 1.546 -6.861  0.068
12 H -0.058 2.275 -6.339  0.054
13 H -1.319 3.288 -7.059  0.070
14 H -1.547 1.826 -4.378  0.084
15 H -2.801 2.832 -5.104  0.109
16 H -3.026 4.090 -2.572  0.110
17 H -1.989 4.793 -1.324  0.072
18 H -3.520 2.153 -1.007  0.064
19 H -4.066 3.710 -0.358  0.071
20 H -2.575 2.967 0.244  0.060
21 S 6.090 2.685 1.844  -0.518
22 Sb 4.094 1.788 1.110  0.045
23 S 4.079 1.501 -1.269  -0.308
24 S 2.476 3.667 0.600  -0.193
25 O 0.835 -0.281 -0.526  -0.322
26 P 0.715 -0.968 0.778  0.773
27 C 2.300 -1.746 1.274  -0.356
28 C 3.164 -2.279 0.122  -0.186
29 C 3.032 -3.769 -0.169  -0.203
30 C 3.116 -4.603 1.104  -0.214
31 C 2.063 -4.146 2.107  -0.208
32 C 2.273 -2.682 2.484  -0.183
33 C -0.665 -2.198 0.729  -0.324
34 C -2.029 -1.489 0.678  -0.196
35 C -2.274 -0.719 -0.622  -0.190
36 C -1.831 -1.509 -1.867  -0.187
37 C -1.609 -2.979 -1.532  -0.209
38 C -0.475 -3.104 -0.515  -0.201
39 C 0.398 0.217 2.149  -0.329
40 C -0.480 1.377 1.665  -0.229
41 C -0.465 2.494 2.699  -0.187
42 C -0.793 1.986 4.123  -0.190
43 C -1.193 0.513 4.121  -0.219
44 C -0.091 -0.349 3.505  -0.194
45 H 2.809 -0.821 1.578  0.030
46 H 4.206 -2.080 0.404  0.120
47 H 2.990 -1.664 -0.764  0.095
48 H 3.813 -4.067 -0.875  0.107
49 H 2.082 -3.988 -0.664  0.086
50 H 4.109 -4.486 1.556  0.111
51 H 3.000 -5.668 0.877  0.099
52 H 2.090 -4.769 3.007  0.103
53 H 1.069 -4.285 1.666  0.089
54 H 3.238 -2.599 3.000  0.121
55 H 1.522 -2.366 3.213  0.084
56 H -0.641 -2.810 1.635  0.098
57 H -2.145 -0.824 1.534  0.082
58 H -2.804 -2.257 0.798  0.109
59 H -1.737 0.229 -0.605  0.086
60 H -3.343 -0.486 -0.675  0.103
61 H -0.890 -1.085 -2.227  0.108
62 H -2.568 -1.404 -2.667  0.101
63 H -1.344 -3.545 -2.430  0.105
64 H -2.532 -3.427 -1.146  0.104
65 H 0.440 -2.810 -1.035  0.090
66 H -0.345 -4.146 -0.207  0.100
67 H 1.394 0.655 2.296  0.075
68 H -1.503 1.031 1.490  0.083
69 H -0.108 1.741 0.704  0.082
70 H -1.161 3.282 2.399  0.102
71 H 0.523 2.958 2.672  0.068
72 H -1.590 2.585 4.572  0.096
73 H 0.078 2.107 4.776  0.107
74 H -2.127 0.389 3.563  0.100
75 H -1.401 0.164 5.138  0.102
76 H -0.436 -1.384 3.423  0.087
77 H 0.751 -0.370 4.205  0.112


Entry 5:
Molecular formula: C2H4S2
Method: DFT, ωB97M-V with the def2-TZVPD basis set

Summary:
gap between HOMO and LUMO (alpha / beta) = 7.254 / 6.772 eV
2S+1 = 3
relative energy (zero: lowest compared OMol25 entry of this formula, charge and spin) = 0.0 kcal/mol
molecular weight = 92.19 Da

Last column: Löwdin charge in e.
Geometry (Å):
1 C -0.409 -0.139 -0.037  -1.300
2 C 1.053 -0.107 0.189  -0.204
3 S -1.181 1.302 -0.635  0.732
4 S -1.433 -1.383 0.237  0.740
5 H 1.566 0.262 -0.699  0.071
6 H 1.273 0.586 1.004  0.074
7 H 1.426 -1.095 0.447  0.066
8 H -2.295 0.575 -0.506  -0.179


Entry 6:
Molecular formula: C2H5OP
Method: DFT, ωB97M-V with the def2-TZVPD basis set

Summary:
gap between HOMO and LUMO (alpha / beta) = 6.812 / 7.068 eV
relative energy (zero: lowest compared OMol25 entry of this formula, charge and spin) = 139.6 kcal/mol
molecular weight = 76.03 Da

Last column: Löwdin charge in e.
Geometry (Å):
1 C 0.217 0.077 -0.870  -0.074
2 C -1.411 -0.421 0.802  -0.050
3 O -0.545 0.449 0.053  -0.193
4 P 3.329 0.763 -0.653  0.390
5 H 0.191 -1.017 -1.085  0.011
6 H -2.439 -0.097 0.635  0.094
7 H -1.163 -0.309 1.857  0.094
8 H -1.284 -1.462 0.489  0.089
9 H 3.105 2.016 -1.226  -0.359


Among the records above, which one has the highest relative energy (zero: lowest compared OMol25 entry of this formula, charge and spin)?
C2H5OP


Among the records above, which one has the lowest molecular weight?
C2H5OP


Which of these has the highest molecular weight?
C22H43O3P2PtS5Sb


Which value of relative energy (zero: lowest compared OMol25 entry of this formula, charge and spin) does entry 5 give?
0.0 kcal/mol